(1)
The following is a DFT calculation (ωB97M-V with the def2-TZVPD basis set) of a molecular structure, C31H33AsCl2N5O5SbSe4Ti.

Spin multiplicity: 3
Kohn-Sham gap (alpha / beta) in eV: 6.07 / 5.46
Energy relative to the best compared isomer or geometry (same formula, charge and spin) in kJ/mol: 91.4
Total charge: -2
Total energy in Eh: -15703.01896

Each line ends with the Löwdin charge.
Geometry (Å):
Sb1 -5.401 2.026 -0.292  -0.3168
Se1 -6.201 1.140 -2.493  -0.0977
Se2 -6.765 0.360 0.894  -0.1421
Se3 -2.839 1.996 -0.253  0.1750
Se4 -6.014 4.324 0.107  -0.3000
As1 -0.294 2.684 -0.991  1.0506
Ti1 -0.866 0.878 0.811  0.6561
Cl1 1.411 2.560 7.044  0.6384
Cl2 3.783 1.508 2.318  0.6938
O1 0.980 1.500 1.286  -0.2332
O2 -1.014 -0.198 -2.006  -0.0085
O3 -1.824 -2.551 2.384  -0.0018
O4 -2.073 -0.476 1.564  -0.1920
O5 1.642 -2.003 1.199  0.0832
N1 -1.245 2.002 2.641  0.0221
N2 0.150 -0.846 -0.133  0.0995
N3 0.472 -1.966 -2.071  0.1550
N4 -3.903 -1.344 -0.194  0.0115
N5 -3.210 -2.211 0.648  -0.0201
C1 -1.525 2.379 -3.649  -0.1808
C2 -0.010 2.231 4.725  -0.1714
C3 0.606 -4.108 -0.900  -0.1286
C4 -0.370 -4.322 0.070  0.0065
C5 1.680 2.738 -1.491  -0.3692
C6 -2.318 -1.742 1.598  -0.7003
C7 3.233 -2.256 -2.588  -0.0333
C8 5.444 -2.983 -1.972  -0.1135
C9 -0.074 1.986 3.346  -0.1192
C10 0.234 -6.343 -1.741  -0.1020
C11 1.031 -1.822 0.165  -0.4387
C12 -0.769 -6.535 -0.801  -0.1086
C13 -1.012 3.419 -2.660  -0.4335
C14 3.566 -3.465 -0.545  -0.0210
C15 0.915 -5.135 -1.789  -0.0390
C16 -1.056 -5.528 0.109  -0.0678
C17 2.330 1.773 3.214  -0.5843
C18 2.707 -2.815 -1.432  -0.1514
C19 -0.224 4.326 0.108  -0.4172
C20 -2.369 2.186 3.284  -0.0890
C21 1.272 2.246 5.327  -0.6077
C22 2.276 1.368 -1.797  -0.1757
C23 4.921 -3.545 -0.812  -0.0845
C24 1.228 -2.729 -1.098  -0.2713
C25 2.402 2.038 4.595  -0.1329
C26 1.113 1.708 2.564  -0.3618
C27 -0.234 -0.949 -1.447  -0.5671
C28 -2.404 2.416 4.677  -0.0213
C29 -1.242 2.445 5.391  -0.0203
C30 4.595 -2.341 -2.858  -0.0963
C31 -0.295 5.664 -0.617  -0.1700
H1 -3.361 2.577 5.152  0.1086
H2 2.291 0.746 -0.902  0.0532
H3 -1.276 5.821 -1.065  0.0631
H4 3.307 1.459 -2.154  0.0632
H5 -1.322 -7.467 -0.777  0.0904
H6 -0.121 6.486 0.083  0.0618
H7 3.158 -3.889 0.363  0.1213
H8 -1.810 4.106 -2.384  0.0530
H9 -4.862 -1.194 0.104  -0.0588
H10 -0.751 1.658 -3.919  0.0557
H11 -0.602 -3.566 0.813  0.0915
H12 -1.882 2.871 -4.558  0.0629
H13 1.697 -4.985 -2.526  0.1131
H14 5.577 -4.043 -0.108  0.0955
H15 2.204 3.198 -0.651  0.0508
H16 -1.828 -5.665 0.857  0.1039
H17 -3.273 2.160 2.686  0.0973
H18 0.726 4.246 0.642  0.0547
H19 -3.873 -1.672 -1.149  0.0761
H20 2.573 -1.739 -3.272  0.1036
H21 -3.610 -3.107 0.880  0.1259
H22 -1.015 4.255 0.855  0.0435
H23 1.706 0.842 -2.568  0.0575
H24 -1.247 2.620 6.458  0.0870
H25 6.507 -3.035 -2.173  0.0891
H26 0.099 -2.370 -2.914  0.1511
H27 4.989 -1.897 -3.765  0.0930
H28 0.456 5.740 -1.407  0.0599
H29 -2.353 1.814 -3.223  0.0366
H30 -0.192 3.990 -3.098  0.0528
H31 1.797 3.409 -2.347  0.0511
H32 0.481 -7.129 -2.444  0.0908
H33 3.371 2.073 5.073  0.0989

(2)
The following is a DFT calculation (ωB97M-V with the def2-TZVPD basis set) of C15H12ClNO2S3 in the gas phase.

SMILES: CCOc1ccc2nc(SCC(=O)c3ccc(Cl)s3)sc2c1
Kohn-Sham gap in eV: 8.13
Total energy in Eh: -2438.78532

Each line ends with the natural charge from an NBO analysis.
Geometry (Å):
Cl1 -2.328 0.594 3.923  0.0594
S1 2.509 0.650 -0.906  0.3799
S2 -1.794 -1.313 1.689  0.5115
S3 2.707 -2.198 0.173  0.3071
O1 -0.933 -3.433 -0.215  -0.5540
O2 -1.300 3.727 -2.803  -0.4886
N1 0.552 -1.048 -0.821  -0.4700
C1 0.006 -0.773 3.465  -0.2916
C2 0.330 4.658 -4.374  -0.6384
C3 -0.462 4.833 -3.082  -0.0629
C4 -0.234 -2.068 1.559  -0.3260
C5 0.930 1.160 -1.454  -0.1956
C6 -0.021 -2.968 0.430  0.5819
C7 -1.279 -0.475 3.108  -0.2483
C8 0.014 0.097 -1.326  0.0712
C9 1.402 -3.469 0.194  -0.6160
C10 -0.772 2.576 -2.320  0.3047
C11 0.600 -1.682 2.576  -0.1984
C12 -1.690 1.519 -2.184  -0.2521
C13 1.798 -0.925 -0.557  -0.0863
C14 -1.314 0.292 -1.696  -0.1685
C15 0.556 2.396 -1.950  -0.2827
H1 -2.709 1.707 -2.479  0.2287
H2 1.004 3.807 -4.307  0.2120
H3 1.607 -2.040 2.695  0.2331
H4 0.498 -0.355 4.323  0.2344
H5 0.205 5.037 -2.236  0.1692
H6 1.292 3.179 -2.030  0.2176
H7 -0.352 4.490 -5.203  0.2173
H8 0.912 5.554 -4.570  0.2160
H9 -1.154 5.674 -3.183  0.1959
H10 1.681 -4.160 0.991  0.2507
H11 -2.014 -0.521 -1.594  0.2346
H12 1.422 -3.992 -0.763  0.2546

(3)
The following is a DFT calculation (ωB97M-V with the def2-TZVPD basis set) of a molecular structure, C9H16FeN6O3S3.

Spin multiplicity: 5
Kohn-Sham gap (alpha / beta) in eV: 7.95 / 8.00
Energy relative to the best compared isomer or geometry (same formula, charge and spin) in kJ/mol: 0.0
Total energy in Eh: -3365.00087

Each line ends with the natural charge from an NBO analysis.
Geometry (Å):
Fe1 -1.020 -0.978 -0.314  1.1927
S1 -3.363 -0.462 -1.021  -0.2367
S2 -0.009 -2.460 -2.033  -0.3451
S3 -0.964 -3.227 0.666  -0.1928
O1 2.721 -1.195 -0.774  -0.5815
O2 -1.456 0.749 1.631  -0.6372
O3 0.076 -4.898 -0.983  -0.4910
N1 -1.880 1.829 -0.939  -0.2389
N2 -0.740 1.152 -1.344  -0.6570
N3 -3.229 3.330 -0.097  -0.2491
N4 1.702 -0.461 -0.170  -0.2059
N5 -0.353 0.182 1.247  -0.1941
N6 -3.849 2.121 -0.250  -0.3616
C1 3.192 -0.466 1.792  -0.6823
C2 -3.052 1.165 -0.724  0.2752
C3 0.655 -5.313 -2.223  -0.2624
C4 -0.913 4.107 -0.508  -0.6632
C5 -2.021 3.127 -0.516  0.3747
C6 -0.240 -3.627 -0.805  0.0726
C7 0.805 0.512 1.724  0.0764
C8 1.928 -0.164 1.053  0.2211
C9 0.974 1.483 2.847  -0.6752
H1 0.060 1.375 -0.757  0.4160
H2 2.260 -1.560 -1.543  0.4886
H3 -4.792 1.989 0.072  0.4327
H4 -0.501 4.248 -1.508  0.2319
H5 3.656 -1.364 1.393  0.2511
H6 0.796 -6.385 -2.125  0.2022
H7 -0.112 3.766 0.151  0.2407
H8 2.989 -0.593 2.854  0.2270
H9 -0.543 1.316 -2.323  0.3917
H10 1.609 -4.813 -2.383  0.1956
H11 -1.290 5.057 -0.139  0.2579
H12 1.133 0.974 3.801  0.2276
H13 1.826 2.144 2.680  0.2112
H14 3.902 0.356 1.680  0.2332
H15 0.061 2.069 2.937  0.2529
H16 -0.018 -5.086 -3.049  0.2010

(4)
The following is a DFT calculation (ωB97M-V with the def2-TZVPD basis set) of 2 unconnected molecules or ions with the total composition C3H5I.

Kohn-Sham gap (alpha / beta) in eV: 6.55 / 6.55
Energy relative to the best compared isomer or geometry (same formula, charge and spin) in kJ/mol: 286.6
Total energy in Eh: -414.86524

Each line ends with the natural charge from an NBO analysis.
Geometry (Å):
I1 2.842 1.329 1.740  -0.4264
C1 0.247 0.101 0.453  0.3625
C2 -0.480 -0.269 1.468  -0.5239
C3 0.427 0.246 -0.966  -0.7653
H1 -0.188 -0.043 2.390  0.2593
H2 1.481 0.473 -1.205  0.3054
H3 -1.495 -0.859 1.371  0.2561
H4 -0.390 1.040 -1.175  0.2643
H5 -0.022 -0.791 -1.339  0.2679

(5)
The following is a DFT calculation (ωB97M-V with the def2-TZVPD basis set) of 2 unconnected molecules or ions with the total composition C2H2F2S.

Kohn-Sham gap (alpha / beta) in eV: 8.42 / 8.21
Energy relative to the best compared isomer or geometry (same formula, charge and spin) in kJ/mol: 371.9
Total energy in Eh: -675.15615

Each line ends with the natural charge from an NBO analysis.
Geometry (Å):
S1 -0.885 -3.163 -1.443  0.0763
F1 -2.673 -1.130 -1.542  -0.3175
F2 -0.232 0.886 -1.281  -0.3399
C1 -0.335 0.269 -0.086  0.1152
C2 -1.536 -1.741 -1.215  0.1861
H1 -1.085 0.555 0.560  0.1394
H2 0.606 0.123 0.361  0.1404

(6)
The following is a DFT calculation (ωB97M-V with the def2-TZVPD basis set) of a molecular structure, C50H68F2N4O5PRu.

Spin multiplicity: 2
Kohn-Sham gap (alpha / beta) in eV: 7.10 / 7.04
Total energy in Eh: -3177.25767

Each line ends with the Löwdin charge.
Geometry (Å):
Ru1 1.352 -1.309 0.029  1.4123
P1 -0.582 1.024 -2.372  0.8365
F1 -0.186 -3.662 -0.582  -0.0450
F2 -0.296 -2.210 -2.199  -0.0428
O1 2.531 -2.768 1.494  -0.1708
O2 2.265 -2.640 -1.214  -0.1454
O3 0.422 0.375 -1.467  -0.3500
O4 3.200 -0.449 0.805  -0.2381
O5 2.872 -0.648 -1.907  -0.0212
N1 0.654 0.313 1.242  -0.0089
N2 0.047 -2.107 1.832  0.0454
N3 3.753 -0.891 1.864  -0.0007
N4 3.388 -2.068 2.180  -0.2259
C1 0.409 5.012 -1.765  -0.1816
C2 3.923 -3.939 -3.048  -0.0145
C3 -0.255 -2.299 -0.818  -0.4048
C4 -0.691 -1.202 2.467  -0.1797
C5 -0.159 -3.395 2.109  -0.0913
C6 -1.715 -1.546 3.340  0.0568
C7 -3.263 2.094 -2.164  -0.1709
C8 3.909 -4.416 4.980  -0.0832
C9 -4.155 -4.053 3.619  -0.0378
C10 0.464 -0.454 -4.529  -0.1902
C11 -1.372 0.296 -6.400  -0.1974
C12 -3.120 -3.340 4.501  -0.5581
C13 -2.595 -4.312 5.565  -0.0441
C14 2.940 -1.882 -1.993  -0.5964
C15 1.156 1.515 0.986  -0.1019
C16 -0.283 0.194 2.190  -0.1985
C17 -0.827 0.119 -3.930  -0.3455
C18 0.225 3.517 -1.462  -0.1978
C19 -0.629 3.700 4.763  -0.0349
C20 3.783 -2.556 -3.029  -0.1280
C21 -3.503 1.284 0.564  -0.1648
C22 -3.570 3.183 -1.138  -0.1899
C23 -0.083 2.737 -2.746  -0.3359
C24 3.946 -2.647 3.369  -0.1629
C25 5.321 -3.764 -4.998  -0.0967
C26 3.399 -3.833 3.828  -0.0140
C27 -2.126 1.152 -0.075  -0.2024
C28 -4.208 2.585 0.120  -0.1842
C29 0.998 5.237 -3.165  -0.2008
C30 -2.436 3.781 3.023  -0.0347
C31 5.179 -2.383 -4.980  -0.0863
C32 1.171 2.764 -3.646  -0.1721
C33 -1.144 -3.814 2.981  0.0184
C34 0.097 -1.564 -5.523  -0.1743
C35 -0.348 5.095 2.717  -0.0538
C36 -1.656 0.864 -5.002  -0.1822
C37 -3.800 -2.167 5.208  -0.0646
C38 5.499 -2.632 5.185  -0.0872
C39 4.695 -4.540 -4.031  -0.0825
C40 4.956 -3.819 5.664  -0.0997
C41 -1.169 -1.215 -6.331  -0.1939
C42 0.706 2.659 1.627  0.0060
C43 -0.918 3.784 3.259  -0.5443
C44 -0.783 1.292 2.861  0.0303
C45 -2.249 1.059 -1.605  -0.3075
C46 5.002 -2.040 4.037  -0.0237
C47 -1.973 -2.884 3.605  -0.1466
C48 4.412 -1.780 -3.995  -0.0247
C49 1.940 4.093 -3.521  -0.1842
C50 -0.312 2.571 2.566  -0.1477
H1 1.022 0.330 -5.040  0.1042
H2 -0.549 5.533 -1.676  0.1060
H3 -4.103 0.415 0.279  0.1163
H4 1.146 3.607 1.357  0.1098
H5 -1.109 -1.641 -7.334  0.1049
H6 2.463 4.299 -4.456  0.1097
H7 -4.195 1.579 -2.417  0.1197
H8 -0.838 5.934 3.212  0.0894
H9 -2.152 -5.203 5.123  0.0766
H10 5.355 -4.278 6.559  0.0982
H11 -2.050 -1.662 -5.859  0.1112
H12 -2.298 -0.768 3.808  0.0972
H13 0.723 5.179 2.907  0.0900
H14 -3.418 -4.634 6.206  0.0867
H15 5.668 -1.777 -5.733  0.0977
H16 -1.840 -3.834 6.192  0.0943
H17 -0.473 0.761 -6.816  0.1120
H18 -3.714 -4.906 3.100  0.0841
H19 -3.090 -1.590 5.805  0.0902
H20 4.807 -5.617 -4.044  0.0990
H21 -2.916 2.912 3.475  0.0830
H22 -1.037 2.786 5.199  0.0810
H23 -4.189 3.324 0.925  0.0812
H24 3.484 -5.344 5.340  0.1010
H25 -4.236 3.931 -1.573  0.1142
H26 -0.518 5.193 1.642  0.0829
H27 1.074 5.448 -1.015  0.1079
H28 0.492 -4.093 1.605  0.1145
H29 -2.664 3.776 1.954  0.0651
H30 -4.287 -1.494 4.499  0.0845
H31 -3.410 1.252 1.652  0.0909
H32 0.876 2.607 -4.685  0.1060
H33 -4.557 -3.372 2.866  0.0910
H34 1.103 -0.840 -3.739  0.0867
H35 -1.606 0.267 0.290  0.0839
H36 1.830 1.938 -3.368  0.1131
H37 -2.631 0.055 -1.826  0.1215
H38 -5.261 2.377 -0.085  0.1096
H39 0.445 3.713 4.954  0.0941
H40 -1.547 1.151 3.612  0.1115
H41 -0.920 3.225 -3.251  0.1074
H42 5.420 -1.120 3.655  0.1047
H43 -1.446 1.937 -4.997  0.0942
H44 -1.401 -0.744 -3.586  0.1083
H45 -4.982 -4.416 4.232  0.0878
H46 0.941 -1.731 -6.197  0.1103
H47 -1.506 2.004 0.219  0.0858
H48 -0.057 -2.496 -4.976  0.1097
H49 -1.080 4.550 5.278  0.0888
H50 2.591 -4.283 3.271  0.1016
H51 -2.720 0.754 -4.778  0.1096
H52 0.196 5.284 -3.908  0.1120
H53 -1.259 -2.002 -0.483  0.0963
H54 2.709 4.008 -2.748  0.1165
H55 1.136 3.095 -1.035  0.0971
H56 -2.882 4.674 3.463  0.0940
H57 3.420 -4.524 -2.290  0.1178
H58 -1.264 -4.875 3.154  0.1162
H59 -2.194 0.549 -7.073  0.1079
H60 1.925 1.547 0.228  0.1126
H61 -4.569 -2.547 5.881  0.0876
H62 5.922 -4.236 -5.766  0.0971
H63 4.290 -0.705 -3.956  0.1134
H64 1.515 6.196 -3.206  0.1076
H65 -0.554 3.384 -0.709  0.0751
H66 -2.913 2.543 -3.092  0.0848
H67 6.323 -2.164 5.707  0.1014
H68 -2.646 3.708 -0.881  0.0951